C3H7NO2 | ωB97M-V/def2-TZVPD

Last column: Mulliken charge in e.
CARTESIAN COORDINATES (ANGSTROEM)
C1 -1.95698 1.81819 0.14249  -1.041
C2 -0.60933 1.29535 -0.29729  -0.342
N1 -0.08861 0.15512 0.40335  -0.144
C3 0.63894 -0.88651 -0.09696  0.528
O1 1.26458 -0.90147 -1.14417  -0.599
O2 1.06620 -1.73890 0.93501  -0.494
H1 -1.68329 2.63593 0.81687  0.262
H2 -2.55204 2.29472 -0.64387  0.327
H3 -2.68946 1.02766 0.49500  0.334
H4 -0.68963 1.13751 -1.43612  0.270
H5 0.11406 2.10335 -0.45836  0.272
H6 -0.57732 -0.19261 1.29577  0.270
H7 1.61594 -2.33168 0.29121  0.356

Summary:
Kohn-Sham gap = 10.7 eV
LUMO level = 0.773 eV
HOMO energy = -0.3634 Ha
Structure (SMILES) = CCNC(=O)O

C3H7NO2 | ωB97M-V/def2-TZVPD

Last column: Mulliken charge in e.
CARTESIAN COORDINATES (ANGSTROEM)
C1 -1.29205 0.12907 -0.56652  -1.108
C2 -0.27648 -0.11990 0.59552  0.325
O1 0.15460 -1.47809 0.69735  -0.564
C3 0.86935 0.75773 0.12302  0.317
N1 1.55038 0.14925 -0.88582  -0.386
O2 0.95615 1.92532 0.45635  -0.617
H1 -1.75952 1.12084 -0.50887  0.329
H2 -2.04983 -0.65670 -0.62000  0.344
H3 -0.80101 0.13258 -1.55884  0.324
H4 -0.56975 0.20887 1.60910  0.300
H5 -0.61787 -2.01927 0.91724  0.311
H6 1.59260 -0.86145 -0.87466  0.217
H7 2.18054 0.70094 -1.43960  0.207

Summary:
Kohn-Sham gap = 10.5 eV
LUMO level = 0.734 eV
HOMO energy = -0.3596 Ha
Structure (SMILES) = C[C@@H](O)C(N)=O

C3H7NO2 | ωB97M-V/def2-TZVPD

Last column: Löwdin spin population.
CARTESIAN COORDINATES (ANGSTROEM)
C1 -0.28069 -0.38504 1.04642  0.136
C2 0.31810 0.16567 -0.34732  0.103
C3 -0.40288 0.21505 -1.64713  0.010
O1 -0.60083 -0.89858 -2.39659  0.005
O2 -0.71203 1.28369 -2.12413  0.055
N1 0.65539 0.08091 1.97828  0.605
H1 -0.54000 -1.44401 0.98266  0.001
H2 -1.23507 0.15585 1.08947  0.048
H3 1.32937 -0.26628 -0.39545  0.001
H4 0.49866 1.23012 -0.21355  0.000
H5 -0.31297 -0.56400 -3.25753  0.000
H6 0.50221 0.96053 2.48783  0.017
H7 0.78074 -0.53392 2.79704  0.016

Summary:
Kohn-Sham gap (alpha / beta) = 11.2 / 5.1 eV
Spin multiplicity = 2
LUMO level (alpha / beta) = -3.817 / -9.627 eV
HOMO energy (alpha / beta) = -0.5528 / -0.5419 Ha
Charge = +1

C3H7NO2S | ωB97M-V/def2-TZVPD

Last column: Mulliken charge in e.
CARTESIAN COORDINATES (ANGSTROEM)
O1 2.08396 0.24220 1.51640  -0.594
C1 1.33605 1.01211 0.96317  0.611
O2 1.13350 2.27068 1.41932  -0.473
N1 0.53066 0.67880 -0.08707  -0.194
C2 0.08991 -0.72978 -0.18810  -0.665
C3 -1.38578 -0.85396 -0.38656  -0.641
S1 -1.96897 -0.98504 -2.18701  -0.209
H1 1.82268 2.43562 2.06958  0.340
H2 -0.25141 1.28964 -0.27116  0.282
H3 0.64964 -1.22381 -1.01029  0.329
H4 0.50329 -1.19757 0.71198  0.308
H5 -1.65604 -1.89691 -0.07929  0.336
H6 -2.16790 -0.35875 0.16330  0.433
H7 -0.71958 -0.68323 -2.63428  0.137

Summary:
Kohn-Sham gap = 9.9 eV
LUMO level = 0.678 eV
HOMO energy = -0.3403 Ha
Structure (SMILES) = O=C(O)NCCS

C3H7NO2S | ωB97M-V/def2-TZVPD

Last column: Mulliken charge in e.
CARTESIAN COORDINATES (ANGSTROEM)
C1 -1.94494 0.35731 0.52827  -1.118
C2 -1.39774 -0.40043 -0.63921  -0.225
O1 -0.07796 -0.82039 -0.33864  -0.402
C3 0.93087 0.10260 -0.31626  0.691
O2 0.78962 1.26570 -0.58006  -0.540
N1 2.05502 -0.56142 0.06016  -0.330
S1 3.66103 0.00480 -0.13118  -0.115
H1 -3.01653 0.53266 0.41219  0.365
H2 -1.44158 1.29013 0.63755  0.318
H3 -1.84006 -0.22098 1.42657  0.306
H4 -1.42056 0.17499 -1.62748  0.257
H5 -1.91639 -1.23894 -0.83965  0.362
H6 1.97819 -1.40791 0.59017  0.301
H7 3.64102 0.92186 0.81757  0.130

Summary:
Kohn-Sham gap = 10.5 eV
LUMO level = 0.732 eV
HOMO energy = -0.3590 Ha
Structure (SMILES) = CCOC(=O)NS

C3H7NO2S | ωB97M-V/def2-TZVPD

Last column: Mulliken charge in e.
CARTESIAN COORDINATES (ANGSTROEM)
C1 -0.34710 -0.91430 1.06848  0.828
C2 -1.09842 -1.06524 -0.22970  -1.014
C3 0.92743 1.98794 -0.68718  -0.801
N1 -0.63086 -1.46655 2.17035  -0.704
O1 0.69806 -0.04807 1.05526  -0.417
O2 1.65419 -0.44113 -1.33258  -0.556
S1 1.78966 0.42552 -0.18206  0.593
H1 -1.70657 -0.17544 -0.39855  0.259
H2 -1.75836 -1.92868 -0.18690  0.342
H3 -0.40544 -1.17268 -1.06017  0.328
H4 -0.09216 1.99926 -0.32428  0.266
H5 0.94619 2.04060 -1.77041  0.315
H6 1.47798 2.81918 -0.26146  0.319
H7 -1.45460 -2.06041 2.13919  0.241

Summary:
Kohn-Sham gap = 10.4 eV
LUMO level = 0.677 eV
HOMO energy = -0.3569 Ha

C3H7NO2S2 | ωB97M-V/def2-TZVPD

Last column: Löwdin spin population.
CARTESIAN COORDINATES (ANGSTROEM)
N1 2.12998 0.29600 -0.78671  0.010
C1 0.99525 0.77037 -0.07446  0.029
C2 1.45008 1.42074 1.22489  0.012
O1 0.78913 2.57308 1.47050  0.002
O2 2.28126 0.96733 1.97782  0.006
C3 -0.06446 -0.28930 0.28526  0.029
S1 -1.04333 -0.70019 -1.20627  0.365
S2 -2.51385 -2.23523 -0.72584  0.480
H1 2.54312 -0.56193 -0.44174  0.001
H2 1.91278 0.24310 -1.78369  0.009
H3 0.56458 1.56708 -0.66942  0.009
H4 1.03380 2.92895 2.33473  0.001
H5 -0.72283 0.03143 1.07780  0.001
H6 0.46280 -1.14262 0.68227  0.000
H7 -3.53880 -1.54437 -0.15826  0.046

Summary:
Kohn-Sham gap (alpha / beta) = 3.2 / 6.9 eV
Spin multiplicity = 2
LUMO level (alpha / beta) = 3.003 / 2.932 eV
HOMO energy (alpha / beta) = -0.0084 / -0.1464 Ha
Charge = -1

C3H7NO3 | ωB97M-V/def2-TZVPD

Last column: Mulliken charge in e.
CARTESIAN COORDINATES (ANGSTROEM)
N1 -0.00175 1.58642 0.63889  -0.732
C1 -0.05812 0.43076 -0.30763  0.468
C2 1.30079 -0.26630 -0.55218  -0.496
O1 1.08171 -1.51591 -1.20227  -0.483
C3 -1.07421 -0.47073 0.37173  0.071
O2 -2.21799 -0.56812 0.00904  -0.540
O3 -0.56287 -1.20448 1.38262  -0.404
H1 0.48566 2.35585 0.19584  0.252
H2 -0.96465 1.80569 0.83996  0.246
H3 -0.48110 0.74789 -1.26403  0.312
H4 1.85836 -0.22802 0.38722  0.321
H5 1.75982 0.40570 -1.28807  0.292
H6 0.14350 -1.65036 -1.21754  0.343
H7 -1.26915 -1.42841 2.00641  0.350

Summary:
Kohn-Sham gap = 10.8 eV
LUMO level = 0.665 eV
HOMO energy = -0.3735 Ha
Structure (SMILES) = N[C@@H](CO)C(=O)O

no.,energy (Eh)
1,-323.732886
2,-323.751193
3,-323.370312
4,-721.938236
5,-721.926922
6,-721.882413
7,-1120.132210
8,-398.974129